one | {
  "formula": "C4H7N",
  "method": "wB97M-V/def2-TZVPD",
  "total_charge": 0,
  "orbital_gap_ev": [7.7, 9.1],
  "species": ["C", "C", "C", "C", "N", "H", "H", "H", "H", "H", "H", "H"],
  "xyz": [[-0.684, 0.493, -0.149], [0.966, -0.602, 0.153], [-1.926, 0.032, 0.143], [2.261, -0.071, -0.013], [-2.930, 0.558, -0.533], [-0.599, 1.480, -0.685], [0.750, -1.557, 0.589], [-2.108, -0.756, 0.769], [2.338, 1.053, -0.139], [2.728, -0.478, -0.880], [2.991, -0.482, 0.734], [-3.786, 0.331, 0.012]]
}

two | {
  "formula": "C4H7N",
  "method": "wB97M-V/def2-TZVPD",
  "total_charge": 0,
  "smiles": "[H]/N=C1/C[C@@H]1C",
  "orbital_gap_ev": 9.9,
  "species": ["C", "C", "C", "C", "N", "H", "H", "H", "H", "H", "H", "H"],
  "xyz": [[-0.177, 1.195, -0.011], [0.482, 0.696, -1.233], [0.442, -0.175, 0.053], [-0.280, -1.641, 0.583], [-0.905, 2.139, 0.447], [-0.091, 0.673, -2.088], [1.487, 0.869, -1.530], [1.345, 0.021, 0.574], [-0.938, -2.068, -0.180], [-0.663, -1.514, 1.559], [0.521, -2.291, 0.425], [-1.224, 2.095, 1.400]]
}

three | {
  "formula": "C4H7N",
  "method": "wB97M-V/def2-TZVPD",
  "total_charge": 0,
  "smiles": "C=C[C@@H]1CN1",
  "orbital_gap_ev": 10.5,
  "species": ["C", "C", "C", "C", "H", "H", "H", "H", "H", "H", "H", "N"],
  "xyz": [[1.703, 0.338, 0.090], [0.927, -0.759, -0.125], [-0.492, -0.670, -0.470], [-1.188, 0.633, -0.253], [1.246, 1.421, -0.031], [2.672, 0.313, 0.592], [1.263, -1.771, 0.162], [-0.855, -1.161, -1.353], [-0.792, 1.500, 0.215], [-1.957, 0.919, -0.966], [-1.007, -0.268, 1.528], [-1.519, -0.494, 0.610]]
}

four | {
  "formula": "C4H7N",
  "method": "wB97M-V/def2-TZVPD",
  "total_charge": 0,
  "orbital_gap_ev": 5.6,
  "species": ["C", "C", "C", "N", "C", "H", "H", "H", "H", "H", "H", "H"],
  "xyz": [[2.243, 0.017, 0.237], [0.938, -0.721, 0.202], [-0.306, -0.002, 0.258], [-1.432, -0.492, -0.257], [-2.431, 0.290, -0.538], [1.245, -0.584, -0.929], [2.105, 0.983, -0.245], [2.740, 0.257, 1.178], [0.771, -1.752, 0.525], [-0.365, 0.875, 0.907], [-2.116, 1.314, -0.688], [-3.392, -0.184, -0.650]]
}

Stability ranking, top and bottom: three is the most stable and four is the least stable.

one | {
  "formula": "C4H7N",
  "method": "wB97M-V/def2-TZVPD",
  "total_charge": 0,
  "smiles": "CC(C)C#N",
  "orbital_gap_ev": 10.9,
  "species": ["C", "C", "C", "C", "N", "H", "H", "H", "H", "H", "H", "H"],
  "xyz": [[1.182, -0.650, 0.379], [0.032, 0.170, -0.251], [-1.336, -0.146, 0.396], [0.296, 1.503, -0.765], [0.457, 2.331, -1.565], [1.066, -1.699, 0.079], [2.159, -0.299, 0.042], [1.203, -0.653, 1.484], [0.025, 0.189, -1.468], [-1.641, -1.154, 0.090], [-1.340, -0.152, 1.501], [-2.104, 0.560, 0.077]]
}

two | {
  "formula": "C4H7N",
  "method": "wB97M-V/def2-TZVPD",
  "total_charge": 0,
  "orbital_gap_ev": 8.8,
  "species": ["C", "C", "C", "C", "N", "H", "H", "H", "H", "H", "H", "H"],
  "xyz": [[-1.567, -0.577, 0.027], [1.247, -0.040, 0.029], [0.454, 0.977, -0.570], [-0.650, 0.599, 0.188], [2.490, 0.044, 0.356], [2.892, -0.866, 0.575], [0.864, -0.913, -0.584], [0.801, 1.995, -0.701], [-1.127, 1.435, 0.697], [-1.351, -1.132, -0.887], [-1.444, -1.266, 0.865], [-2.609, -0.258, 0.007]]
}

three | {
  "formula": "C4H7N",
  "method": "wB97M-V/def2-TZVPD",
  "total_charge": 0,
  "orbital_gap_ev": 8.0,
  "species": ["C", "C", "C", "C", "N", "H", "H", "H", "H", "H", "H", "H"],
  "xyz": [[-0.101, -1.937, 0.095], [0.598, 1.773, 0.111], [0.011, -0.183, 1.757], [-0.178, 1.334, -1.038], [-0.008, -1.105, 1.011], [0.724, -2.677, 0.037], [-0.954, -1.960, -0.578], [1.601, 1.740, -0.276], [-0.493, -0.019, 2.680], [0.210, 1.512, -2.081], [-0.129, 0.096, -0.969], [-1.281, 1.428, -0.747]]
}

four | {
  "formula": "C4H7N",
  "method": "wB97M-V/def2-TZVPD",
  "total_charge": 0,
  "smiles": "CC1(C)C=N1",
  "orbital_gap_ev": 10.2,
  "species": ["C", "C", "C", "C", "N", "H", "H", "H", "H", "H", "H", "H"],
  "xyz": [[1.623, -0.079, 0.525], [0.317, -0.035, -0.218], [-0.511, -1.283, -0.211], [-0.484, 1.289, -0.123], [1.673, 0.089, -0.718], [2.186, 0.017, 1.458], [-0.244, -2.001, -1.019], [-1.589, -1.033, -0.364], [-0.617, -1.639, 0.903], [-1.110, 1.365, 0.839], [-1.306, 1.053, -0.948], [0.063, 2.258, -0.125]]
}

Stability ranking, top and bottom: one is the most stable and three is the least stable.

one | {
  "formula": "C6H15N",
  "method": "wB97M-V/def2-TZVPD",
  "total_charge": 0,
  "smiles": "CCCCCNC",
  "orbital_gap_ev": 10.0,
  "species": ["C", "C", "C", "C", "C", "N", "C", "H", "H", "H", "H", "H", "H", "H", "H", "H", "H", "H", "H", "H", "H", "H"],
  "xyz": [[2.478, 1.676, -0.685], [1.076, 1.772, -1.356], [-0.135, 1.079, -0.750], [0.139, 0.107, 0.421], [-1.100, -0.466, 1.156], [-2.104, -1.348, 0.585], [-1.805, -2.751, 0.874], [2.945, 0.720, -0.939], [2.496, 1.796, 0.392], [3.087, 2.536, -1.012], [0.788, 2.815, -1.564], [1.317, 1.241, -2.287], [-0.900, 1.769, -0.425], [-0.582, 0.501, -1.562], [0.802, 0.494, 1.219], [0.767, -0.723, 0.035], [-1.625, 0.433, 1.510], [-0.564, -0.930, 1.988], [-1.919, -1.189, -0.419], [-0.834, -3.109, 0.472], [-1.911, -2.903, 1.963], [-2.415, -3.520, 0.382]]
}

two | {
  "formula": "C6H15N",
  "method": "wB97M-V/def2-TZVPD",
  "total_charge": 0,
  "orbital_gap_ev": 8.8,
  "species": ["C", "N", "C", "C", "C", "C", "C", "H", "H", "H", "H", "H", "H", "H", "H", "H", "H", "H", "H", "H", "H", "H"],
  "xyz": [[1.278, -0.257, 1.120], [1.585, 0.668, 0.023], [1.013, 2.019, 0.166], [-0.011, 2.309, -0.952], [0.569, -1.507, 0.607], [-1.629, -1.685, -0.852], [-0.932, -1.524, 0.538], [0.697, 0.085, 1.944], [2.208, -0.632, 1.603], [-1.422, -2.290, 1.152], [1.701, 2.915, 0.150], [0.377, 1.935, 1.060], [-0.469, 3.329, -1.006], [0.512, 2.222, -1.940], [-0.836, 1.608, -0.994], [1.078, -1.572, -0.337], [0.797, -2.308, 1.317], [-1.158, -2.356, -1.541], [-1.691, -0.597, -1.207], [-2.668, -1.983, -0.635], [-1.300, -0.524, 0.958], [0.304, 0.146, -1.174]]
}

three | {
  "formula": "C6H15N",
  "method": "wB97M-V/def2-TZVPD",
  "total_charge": 0,
  "smiles": "CCN(C)C(C)C",
  "orbital_gap_ev": 8.8,
  "species": ["C", "C", "N", "C", "C", "C", "C", "H", "H", "H", "H", "H", "H", "H", "H", "H", "H", "H", "H", "H", "H", "H"],
  "xyz": [[2.291, -0.722, -1.547], [0.702, -0.902, -1.077], [0.395, 0.190, -0.110], [-0.015, 1.427, -0.724], [-1.877, -0.763, 0.494], [-0.511, -0.211, 1.042], [-0.681, 0.808, 2.107], [2.352, 0.103, -2.257], [2.548, -1.549, -2.234], [2.982, -0.592, -0.711], [0.776, -1.950, -0.721], [0.225, -0.812, -1.956], [0.202, 2.174, -0.007], [-1.118, 1.206, -0.654], [0.553, 1.832, -1.666], [-1.865, -1.642, -0.209], [-2.341, 0.204, 0.203], [-2.368, -1.159, 1.273], [-0.123, -1.083, 1.467], [-1.552, 1.542, 2.126], [0.212, 1.511, 2.046], [-0.787, 0.389, 3.116]]
}

Stability ranking, top and bottom: one is the most stable and two is the least stable.

one | {
  "formula": "C6H15N",
  "method": "wB97M-V/def2-TZVPD",
  "total_charge": 0,
  "smiles": "CCCCCCN",
  "orbital_gap_ev": 10.1,
  "species": ["C", "C", "C", "C", "C", "C", "N", "H", "H", "H", "H", "H", "H", "H", "H", "H", "H", "H", "H", "H", "H", "H"],
  "xyz": [[-2.092, 1.091, 2.407], [-1.811, 0.707, 0.940], [-0.392, 1.140, 0.504], [0.608, -0.030, 0.431], [0.205, -1.111, -0.592], [1.287, -1.466, -1.642], [2.145, -0.320, -2.022], [-1.137, 1.008, 2.920], [-2.883, 0.649, 3.028], [-2.553, 2.091, 2.305], [-2.695, 0.886, 0.337], [-1.634, -0.383, 0.932], [-0.021, 1.983, 1.095], [-0.448, 1.398, -0.562], [1.540, 0.352, -0.008], [0.936, -0.461, 1.380], [-0.578, -0.729, -1.265], [0.082, -2.040, -0.042], [2.003, -2.161, -1.192], [0.981, -1.945, -2.575], [3.106, -0.506, -2.264], [1.680, 0.291, -2.667]]
}

two | {
  "formula": "C6H15N",
  "method": "wB97M-V/def2-TZVPD",
  "total_charge": 0,
  "smiles": "C=C(C)N.CCC",
  "orbital_gap_ev": 8.7,
  "species": ["C", "C", "C", "C", "C", "C", "N", "H", "H", "H", "H", "H", "H", "H", "H", "H", "H", "H", "H", "H", "H", "H"],
  "xyz": [[-1.157, 0.569, -0.801], [1.635, -0.904, 0.287], [-2.038, 1.165, 0.268], [-1.035, -0.791, -0.949], [1.608, 0.571, 0.410], [1.461, -1.667, 1.590], [-0.874, 1.409, -1.897], [2.491, -1.261, -0.285], [-1.075, 1.015, -2.806], [-1.211, 2.358, -1.824], [-3.017, 1.438, -0.136], [-1.579, 2.075, 0.665], [-2.187, 0.464, 1.089], [-1.588, -1.446, -0.293], [-0.821, -1.206, -1.924], [0.581, -1.122, -0.338], [0.487, 0.864, 0.232], [2.098, 1.085, -0.415], [1.989, 0.963, 1.353], [0.525, -1.389, 2.067], [2.271, -1.450, 2.293], [1.435, -2.740, 1.413]]
}

Stability ranking, top and bottom: one is the most stable and two is the least stable.

one | {
  "formula": "C6H15N",
  "method": "wB97M-V/def2-TZVPD",
  "total_charge": 0,
  "smiles": "CCCC[C@@H](C)N",
  "orbital_gap_ev": 10.2,
  "species": ["C", "C", "C", "C", "C", "C", "N", "H", "H", "H", "H", "H", "H", "H", "H", "H", "H", "H", "H", "H", "H", "H"],
  "xyz": [[-1.758, 0.676, -1.130], [-1.366, -0.058, 0.177], [-0.221, -1.027, -0.031], [1.025, -0.480, -0.714], [1.594, 0.800, -0.069], [2.452, 0.505, 1.165], [-2.592, -0.667, 0.683], [-0.934, 1.176, -1.620], [-2.233, -0.051, -1.795], [-2.508, 1.419, -0.873], [-1.194, 0.778, 0.860], [0.042, -1.467, 0.924], [-0.552, -1.883, -0.596], [1.794, -1.253, -0.685], [0.997, -0.299, -1.794], [2.115, 1.403, -0.815], [0.791, 1.478, 0.228], [1.853, 0.499, 2.051], [3.219, 1.267, 1.323], [2.996, -0.437, 1.094], [-2.501, -1.062, 1.579], [-3.020, -1.317, 0.039]]
}

two | {
  "formula": "C6H15N",
  "method": "wB97M-V/def2-TZVPD",
  "total_charge": 0,
  "smiles": "CCCCNCC",
  "orbital_gap_ev": 10.0,
  "species": ["C", "N", "C", "C", "C", "C", "C", "H", "H", "H", "H", "H", "H", "H", "H", "H", "H", "H", "H", "H", "H", "H"],
  "xyz": [[-0.552, 0.666, 0.369], [-0.742, -0.356, -0.635], [-0.938, 0.207, -1.974], [-1.673, -0.768, -2.893], [-0.295, 0.107, 1.760], [2.325, 0.430, 1.727], [1.127, -0.488, 1.913], [0.258, 1.377, 0.123], [-1.448, 1.281, 0.409], [0.086, -0.952, -0.677], [-1.575, 1.086, -1.855], [-0.024, 0.539, -2.477], [-1.361, -0.574, -3.916], [-2.754, -0.695, -2.821], [-1.441, -1.807, -2.670], [-0.948, -0.731, 1.998], [-0.399, 0.917, 2.480], [2.372, 1.234, 2.483], [3.230, -0.141, 1.902], [2.309, 1.004, 0.804], [1.238, -1.259, 1.129], [1.208, -1.078, 2.820]]
}

three | {
  "formula": "C6H15N",
  "method": "wB97M-V/def2-TZVPD",
  "total_charge": 0,
  "orbital_gap_ev": 7.9,
  "species": ["C", "C", "C", "N", "C", "C", "C", "H", "H", "H", "H", "H", "H", "H", "H", "H", "H", "H", "H", "H", "H", "H"],
  "xyz": [[-0.377, 1.918, -1.008], [-0.306, 2.930, 0.124], [0.435, 0.769, -1.214], [1.015, 0.061, -0.173], [0.760, -0.326, 2.192], [0.012, -0.296, 0.864], [-0.420, -1.802, 0.598], [1.073, 0.693, -2.132], [-0.780, 2.345, -1.947], [0.585, 2.643, 0.684], [-1.173, 2.852, 0.786], [-0.180, 3.944, -0.226], [-0.252, -4.323, -3.508], [0.236, -4.783, -3.824], [-0.808, 0.599, -1.160], [0.386, 0.230, 3.075], [1.782, -0.015, 1.946], [0.870, -1.340, 2.542], [-0.867, 0.353, 0.761], [-0.921, -1.842, -0.412], [-1.315, -1.986, 1.222], [0.246, -2.625, 0.810]]
}

four | {
  "formula": "C6H15N",
  "method": "wB97M-V/def2-TZVPD",
  "total_charge": 0,
  "smiles": "CC(C)C[C@H](C)N",
  "orbital_gap_ev": 10.1,
  "species": ["C", "C", "C", "C", "C", "C", "N", "H", "H", "H", "H", "H", "H", "H", "H", "H", "H", "H", "H", "H", "H", "H"],
  "xyz": [[-0.301, 1.606, 1.403], [0.499, 1.262, 0.136], [-0.095, 0.110, -0.659], [0.076, -1.284, -0.015], [0.372, -2.417, -1.028], [-1.069, -1.663, 0.901], [0.620, 2.450, -0.712], [-0.312, 2.685, 1.560], [0.043, 1.124, 2.316], [-1.363, 1.367, 1.256], [1.497, 0.969, 0.471], [-1.152, 0.228, -0.872], [0.442, 0.098, -1.608], [0.969, -1.227, 0.602], [-0.353, -3.231, -0.927], [1.351, -2.848, -0.877], [0.225, -2.058, -2.042], [-1.997, -1.902, 0.376], [-1.302, -0.921, 1.666], [-0.805, -2.564, 1.448], [1.569, 2.743, -0.869], [0.112, 2.346, -1.576]]
}

Stability ranking, top and bottom: one is the most stable and three is the least stable.